(1)
Formula: C22H29N5O
Source: OMol25
Level of theory: ωB97M-V/def2-TZVPD

Geometry as XYZ:
```
57
Properties=species:S:1:pos:R:3:forces:R:3:nbo_charge:R:1
O 0.849948 0.712263 2.225233 0.7 -3.4 -3.4 -0.6724
N -3.109986 2.165566 -0.636692 1.0 8.2 -1.4 -0.1995
N 2.160215 -0.714871 0.989650 4.0 -4.6 -4.2 -0.5917
N -5.071388 2.491104 0.335209 -1.7 5.1 -0.3 -0.2511
N -3.604772 1.244353 -0.113753 -2.2 -14.1 3.0 0.0115
N -4.925497 1.236661 0.492563 5.0 3.5 -2.6 -0.0975
C -1.797558 -0.148435 0.741172 -0.9 -0.4 9.4 -0.5441
C -3.857144 4.578299 -0.575133 -3.8 3.0 0.8 -0.6589
C -4.006991 3.209965 -0.334230 -1.8 -7.9 3.1 0.1829
C -1.108525 -1.444560 1.011137 1.1 -3.7 -5.3 0.0617
C -2.115910 -2.615961 1.146664 0.8 5.3 5.8 -0.4285
C 0.088701 -1.647461 1.995306 -2.6 9.4 -3.8 -0.4557
C -4.068100 -1.168323 0.347498 6.3 -2.2 7.8 -0.4026
C 1.062162 -0.401127 1.561343 -3.2 2.2 7.0 0.6793
C 4.674606 1.946782 0.265946 -5.8 7.4 6.9 0.0122
C 3.287109 -0.096282 0.450939 2.1 3.5 -0.9 0.1685
C -1.674263 -1.592384 -1.770536 0.8 -7.3 8.1 -0.2299
C 5.197771 -0.150354 -0.790577 3.3 0.6 -3.5 -0.0085
C 4.176418 -0.905314 -0.484092 -4.8 1.7 4.8 -0.2551
C -0.631992 -1.672958 -0.587358 4.9 -2.9 1.6 -0.4111
C 4.787085 3.399810 0.694360 1.7 -0.3 1.2 -0.6257
C -2.955886 -0.374936 -0.108568 0.6 8.4 -2.0 0.2796
C -3.219312 -2.519621 0.280129 -3.4 -2.0 0.6 -0.2864
C 5.337946 1.153325 -0.367794 11.5 -2.1 -9.8 -0.1646
C 3.579742 1.369378 0.748790 -6.7 -6.8 2.7 -0.2530
C 6.186615 -0.742481 -1.818682 0.9 7.2 4.8 -0.5814
C -2.317147 -0.398516 -1.518439 -14.3 -7.9 -0.2 -0.3891
C -2.714090 -2.831140 -1.001174 0.5 0.5 -10.6 -0.3825
H 7.148782 -0.523004 -1.457075 1.5 -0.2 0.7 0.2102
H -4.510198 -1.036669 1.480866 1.4 0.0 -3.2 0.2650
H -4.698558 -1.378469 -0.300084 -6.5 -0.9 -5.9 0.2037
H 0.164248 -2.751708 -0.558209 -2.8 2.3 -0.4 0.1601
H 3.778363 3.809317 0.833415 0.5 0.0 0.1 0.2287
H 2.775469 1.706722 1.499375 1.5 0.2 -1.3 0.2654
H -1.673196 -3.480072 1.386188 1.9 -3.7 -0.6 0.2229
H 0.500878 -2.517009 2.040550 2.4 -5.4 0.1 0.2050
H -4.640482 4.692441 -1.374248 0.8 1.2 0.5 0.2359
H -1.767837 0.251632 -1.733587 7.5 11.1 -2.6 0.1946
H -3.311701 -0.464387 -2.208029 2.1 1.0 0.8 0.1869
H 6.263730 1.826612 -1.052641 -2.0 -2.4 2.0 0.1401
H 5.274638 3.870745 -0.119803 0.5 1.1 -0.7 0.2132
H 5.476841 3.580391 1.652515 -1.7 -0.6 -2.0 0.2280
H -3.885387 -3.387094 0.437130 -0.2 0.4 0.6 0.2352
H -2.918449 4.673613 -0.957341 2.6 0.9 -1.2 0.2347
H -2.248652 0.074027 1.926684 0.3 -0.5 -2.5 0.1857
H -2.113260 -3.754166 -1.309086 -1.0 0.9 1.6 0.2382
H 2.333243 -1.710521 0.567610 -1.8 2.0 1.6 0.4061
H -1.149294 0.686687 0.939486 0.3 0.8 -2.0 0.3155
H -0.282448 -1.192307 2.860315 -0.3 -0.1 2.0 0.2472
H 6.231171 -0.412373 -2.744848 -0.8 1.9 -4.4 0.2122
H -1.131096 -2.082268 -2.491399 0.4 -0.1 -2.9 0.2437
H 5.977194 -1.635331 -1.747804 -1.3 -9.4 0.0 0.1862
H 4.021989 -1.956107 -0.676842 -0.1 0.0 -0.3 0.2161
H -2.444784 -2.410725 2.189536 -0.6 0.1 0.1 0.1937
H 0.253609 -1.048482 -0.743036 -0.4 0.9 -0.2 0.1903
H -4.040896 5.329442 0.335769 0.3 -1.9 -2.0 0.2395
H -3.593662 -2.843705 -1.854343 1.6 -0.1 2.0 0.1896
```
Forces are in eV/Å.

## Properties
Energy above the lowest of the compared OMol25 structures with the same formula, charge and spin = 425.0 kcal/mol
HOMO level = -0.3060 Ha
Lowest unoccupied orbital energy = 0.34 eV
HOMO-LUMO gap = 8.67 eV

(2)
Formula: C22H29N5O2
Source: OMol25
Level of theory: ωB97M-V/def2-TZVPD

Geometry as XYZ:
```
58
Properties=species:S:1:pos:R:3:forces:R:3:nbo_charge:R:1
O 1.373478 -3.020398 0.004672 0.2 -0.2 0.3 -0.6825
O 2.142553 1.315435 -0.557471 0.0 0.3 0.0 -0.6377
N 0.102695 -1.836438 -1.416774 -0.2 0.0 0.1 -0.4312
N -3.309051 -1.199343 -2.432616 0.0 -0.5 -0.1 -0.4889
N 3.189510 -0.670147 -0.328677 0.2 -0.3 0.0 -0.6140
N -4.964242 0.194788 -2.859955 0.0 0.0 0.0 -0.5159
N -1.846119 1.810531 -0.741535 0.0 -0.1 0.3 -0.6092
C 1.366525 -1.949055 4.431411 0.0 0.0 0.0 -0.6319
C 3.180786 -0.984780 -1.738636 0.0 0.1 -0.2 -0.2192
C 2.341951 0.412079 1.636350 -0.2 0.1 0.3 -0.0614
C -2.533555 2.741569 -1.606886 -0.3 0.2 -0.1 -0.2017
C -4.007066 2.361356 -1.873295 0.1 0.1 0.0 -0.4525
C 2.460902 1.612438 2.324010 0.0 -0.1 -0.1 -0.2014
C -3.998265 0.916577 -2.210122 0.3 0.1 0.2 0.0959
C -0.173323 -1.052442 -2.596949 0.0 0.3 -0.5 -0.2240
C 1.982354 -0.746581 2.318399 0.1 0.1 0.0 -0.2450
C 2.458499 -2.318304 -1.987096 0.0 0.0 0.2 -0.5048
C -2.982327 0.036511 -1.947489 -0.4 0.6 0.0 0.0662
C 2.427381 2.952738 4.441560 0.1 0.0 0.0 -0.6258
C 1.252404 -2.423761 -1.059126 0.3 -0.2 -0.4 0.6983
C 2.259696 1.663042 3.696087 0.0 0.0 0.0 -0.0107
C -1.031371 -1.879185 -0.515072 -0.2 -0.2 0.5 -0.2460
C -1.395161 -0.470809 -0.057106 0.0 0.0 -0.3 -0.4002
C 1.915814 0.495423 4.362780 0.0 0.0 -0.2 -0.2065
C 2.528566 0.407720 0.159098 0.2 0.0 0.0 0.6562
C -4.491127 -1.073184 -2.964890 -0.2 -0.2 -0.1 0.1692
C 1.762142 -0.709606 3.686945 0.0 0.1 0.0 0.0055
C -0.513378 0.389612 -2.216696 -0.1 -0.1 0.1 -0.4255
C -1.712853 0.441232 -1.250994 0.2 -0.1 0.0 0.1003
H 1.830955 -1.673790 1.783795 0.0 -0.1 -0.1 0.2413
H 4.208099 -1.040144 -2.116580 -0.2 0.0 -0.1 0.1988
H 2.193880 -2.427932 -3.037097 0.1 0.0 0.0 0.2215
H 2.146591 -2.230771 5.138402 0.0 -0.1 0.1 0.2178
H 1.750655 0.523776 5.431508 0.0 0.0 0.1 0.2013
H -5.037993 -1.866792 -3.432717 -0.2 -0.1 -0.1 0.1952
H -0.559217 -0.027165 0.488117 0.0 0.0 0.1 0.2236
H 2.669965 -0.154116 -2.232630 0.1 -0.1 0.0 0.2317
H -4.422240 2.960819 -2.687093 0.0 0.1 0.0 0.2130
H 0.330030 0.869749 -1.718128 0.0 0.0 -0.1 0.2587
H 3.475153 3.093938 4.709274 0.0 0.1 0.1 0.2200
H 2.713596 2.505245 1.771623 0.0 0.1 -0.1 0.2229
H -1.996181 2.776022 -2.556992 0.0 0.1 0.0 0.1927
H -0.739933 0.947504 -3.125976 0.0 0.0 -0.1 0.2046
H 2.122513 3.795251 3.825270 0.0 0.1 0.0 0.2187
H 3.403239 -1.429699 0.300151 -0.1 0.1 0.1 0.4083
H -0.759924 -2.502653 0.337914 -0.1 0.1 -0.2 0.2435
H 0.451172 -1.779555 4.996670 -0.1 -0.1 0.1 0.2160
H 1.206362 -2.775186 3.743771 0.0 -0.1 0.0 0.2226
H -2.257800 -0.524389 0.610739 -0.1 0.0 0.0 0.2086
H -1.040718 -1.500163 -3.097065 0.2 0.0 -0.1 0.2225
H -2.476402 3.730801 -1.147511 0.0 0.0 -0.1 0.2037
H -5.846078 0.545505 -3.195529 0.1 -0.1 0.0 0.4173
H 1.841762 2.952546 5.358020 0.0 0.1 0.1 0.2132
H -4.610182 2.544791 -0.976662 0.0 0.1 0.0 0.2074
H 0.673799 -1.060778 -3.279807 0.0 -0.1 0.0 0.2060
H 3.122024 -3.140986 -1.711447 -0.2 0.0 0.0 0.2301
H -1.880868 -2.319199 -1.045803 0.2 0.0 0.1 0.2298
H -2.299680 1.790354 0.165854 0.0 0.0 0.0 0.3538
```
Forces are in eV/Å.

## Properties
Energy above the lowest of the compared OMol25 structures with the same formula, charge and spin = 0.0 kcal/mol
HOMO level = -0.3088 Ha
SMILES = Cc1cc(C)cc(C(=O)NCCC(=O)N2CCC3(CC2)NCCc2[nH]cnc23)c1
Lowest unoccupied orbital energy = 0.68 eV
HOMO-LUMO gap = 9.09 eV

(3)
Formula: C22H29N9O3
Source: OMol25
Level of theory: ωB97M-V/def2-TZVPD

Geometry as XYZ:
```
63
Properties=species:S:1:pos:R:3:forces:R:3:nbo_charge:R:1
O 1.293578 -4.402192 -1.219093 0.1 0.0 0.0 -0.5689
O 3.652815 1.429680 2.712386 0.3 0.1 -0.1 -0.1275
O -6.087677 1.942325 -0.067316 -0.1 -0.1 -0.1 -0.4927
N 2.079878 0.216288 -1.037761 0.1 -0.1 0.2 -0.4503
N 1.593724 -1.128321 1.633184 0.0 -0.8 -1.3 -0.2008
N -1.534708 -2.427569 -0.900924 -0.5 0.7 0.2 -0.2346
N 0.626858 -1.793404 2.290410 -0.1 0.3 1.0 -0.0848
N 0.158887 -2.696925 1.531813 -0.4 -0.4 -0.2 -0.1774
N 2.800256 1.418988 3.768343 -0.8 -0.3 0.6 -0.1686
N -0.744062 -3.440716 -1.284055 -0.3 -0.8 -0.7 -0.4249
N 3.326408 0.511410 1.799939 -0.5 -0.8 -0.5 -0.0949
N 0.848885 0.164754 4.275838 -0.5 0.0 0.5 -0.8109
C 3.650360 0.987262 -2.863234 0.2 0.0 0.3 -0.4269
C 1.750617 -1.655983 0.387328 -0.5 -0.6 -0.1 0.2460
C 2.639274 -1.069329 -0.646457 0.1 0.1 -0.1 -0.2817
C 4.244771 3.422688 -2.968825 0.3 0.0 0.2 -0.3957
C -3.961246 0.795552 0.272635 -0.2 0.3 0.1 -0.2635
C 0.510083 -3.592501 -0.774405 0.0 0.1 -0.1 0.6495
C 2.519614 2.620195 -1.338110 0.3 -0.1 0.2 -0.3967
C 3.072331 1.197937 -1.457191 -0.1 0.2 -0.2 -0.0376
C 4.765782 1.996500 -3.119586 -0.2 0.1 -0.3 -0.3925
C 0.941334 0.043715 -1.915413 0.0 0.0 0.0 -0.4281
C -6.910990 3.910026 0.967071 0.3 -0.3 -0.1 -0.6174
C -4.804184 -1.038043 -1.634073 0.3 0.0 0.1 -0.1562
C 0.805796 -2.663834 0.342681 1.1 0.7 0.2 -0.0498
C -3.148142 -0.261131 -0.079037 -0.1 -0.3 -0.3 -0.1556
C 1.912973 0.485635 3.525726 1.0 0.2 -1.0 0.2995
C 2.263613 -0.096268 2.243550 0.6 1.3 1.3 0.2317
C 3.637876 3.628881 -1.583893 -0.2 0.1 -0.3 -0.3967
C -5.620125 0.012635 -1.287888 -0.1 0.3 0.2 -0.2614
C -5.750096 2.931449 0.887618 0.0 0.3 0.3 -0.0637
C -2.692795 -2.292409 -1.411802 0.6 -0.7 -0.3 0.0606
C -3.549655 -1.193610 -1.036811 -0.4 0.6 0.3 -0.1423
C -5.210187 0.946782 -0.330590 0.1 -0.3 -0.2 0.3136
H 2.096277 2.755476 -0.341941 -0.1 0.0 0.0 0.2169
H 0.539660 1.014776 -2.189833 -0.1 0.0 -0.1 0.2082
H -1.045239 -4.089467 -2.016852 0.2 0.2 0.2 0.3811
H 1.186084 -0.514226 -2.832061 0.0 0.0 0.0 0.1660
H 5.172123 1.853019 -4.123390 0.1 0.0 0.0 0.2072
H 0.805968 0.518759 5.214548 0.0 0.0 0.0 0.4041
H -4.833587 3.453444 0.580202 -0.1 -0.1 0.1 0.1732
H 0.160555 -0.504561 -1.385288 -0.1 0.0 -0.1 0.2148
H -7.079990 4.365027 -0.004957 0.0 0.1 -0.1 0.2149
H 4.039497 -0.029413 -2.956787 0.0 -0.1 -0.1 0.2055
H 5.574575 1.829873 -2.404370 0.1 0.0 0.0 0.1947
H 3.629414 -0.909676 -0.215008 0.0 -0.1 -0.1 0.2415
H -5.135468 -1.750312 -2.375919 0.0 -0.1 -0.1 0.2103
H -3.077101 -2.995669 -2.161289 0.1 0.0 0.0 0.1566
H -5.578500 2.464950 1.867349 0.0 0.0 -0.1 0.1733
H 3.482834 3.611340 -3.729156 0.0 0.0 -0.1 0.1913
H -6.689443 4.687852 1.692063 0.0 0.1 0.1 0.2145
H -6.589362 0.141600 -1.743082 -0.1 0.0 -0.1 0.2258
H -3.618267 1.496992 1.016761 0.0 0.1 0.1 0.2154
H 2.719071 -1.781739 -1.483551 0.1 0.0 0.1 0.2034
H 1.727242 2.784937 -2.070271 -0.1 0.0 0.0 0.1892
H 0.373636 -0.693420 4.031094 0.1 0.1 0.2 0.4342
H 4.411737 3.503081 -0.823912 0.0 0.0 0.1 0.1968
H 3.889138 1.114695 -0.731586 0.0 0.0 0.0 0.2075
H -2.184470 -0.386358 0.388254 0.1 0.0 0.1 0.2288
H -7.815805 3.388813 1.267041 -0.1 0.0 0.1 0.2150
H 2.863797 1.121026 -3.608918 -0.1 -0.1 -0.1 0.1959
H 3.245403 4.644302 -1.497520 0.1 0.0 0.1 0.2074
H 5.058346 4.133278 -3.128254 0.0 0.0 -0.1 0.2076
```
Forces are in eV/Å.

## Properties
Energy above the lowest of the compared OMol25 structures with the same formula, charge and spin = 0.0 kcal/mol
HOMO level = -0.3008 Ha
SMILES = CCOc1ccc(/C=N/NC(=O)c2nnn(-c3nonc3N)c2CN(C)C2CCCCC2)cc1
Lowest unoccupied orbital energy = 0.33 eV
HOMO-LUMO gap = 8.51 eV

(4)
Formula: C22H29NO3S
Source: OMol25
Level of theory: ωB97M-V/def2-TZVPD

Geometry as XYZ:
```
56
Properties=species:S:1:pos:R:3:forces:R:3:nbo_charge:R:1
S -0.458516 -1.632815 0.336142 -0.1 -0.7 -0.4 2.3200
O -1.714543 1.023005 -0.718221 -0.1 0.3 -0.1 -0.5694
O -0.184384 -3.040834 0.478112 -0.2 0.1 -0.2 -0.9474
O 0.111722 -0.737419 1.303794 -0.3 0.3 -0.1 -0.9534
N 0.056560 -1.181081 -1.186067 -0.3 -0.5 0.7 -0.8889
C 0.416382 1.165004 -1.729076 0.0 -0.4 0.0 -0.5225
C -6.474308 -1.033728 0.224443 0.0 0.0 0.0 -0.6292
C -0.240584 2.569714 0.366458 -0.2 0.1 0.4 -0.1756
C 4.788503 -0.767340 1.990561 0.0 0.0 0.1 -0.2239
C -1.249339 2.498972 1.513889 0.1 0.0 -0.3 -0.6014
C -0.339099 3.937693 -0.328159 0.0 -0.2 0.0 -0.5928
C -0.617387 1.527435 -0.683269 0.2 0.4 -0.2 0.6625
C 3.633403 -1.463759 -0.444104 0.0 -0.2 0.0 0.0674
C -2.871718 -0.898573 1.384764 0.2 0.0 0.1 -0.1168
C -4.311544 -1.733366 -0.824882 0.2 0.0 0.0 -0.2131
C 5.324497 -0.289515 0.806513 0.1 0.1 0.0 -0.2062
C 3.682150 -1.598447 1.957598 0.0 0.0 0.1 -0.1852
C 1.078705 -0.163750 -1.306546 0.3 0.9 0.0 -0.0550
C -2.227130 -1.434596 0.290619 0.4 -0.1 0.2 -0.3295
C -2.935860 -1.864068 -0.813240 -0.1 -0.1 -0.1 -0.1543
C 2.179064 -0.583514 -2.281741 -0.2 -0.3 0.3 -0.3853
C 4.748351 -0.635204 -0.402314 0.0 0.0 0.0 -0.2550
C -4.984215 -1.182632 0.262695 0.1 0.0 0.1 0.0057
C -4.249853 -0.770600 1.367332 0.0 -0.1 -0.1 -0.2219
C 1.165140 2.360377 0.932270 -0.2 -0.1 -0.1 -0.6125
C 3.108123 -1.947912 0.747466 0.1 0.0 -0.1 -0.2514
C 2.978496 -1.786407 -1.759514 0.0 0.2 -0.1 -0.4451
H 3.256894 -1.974047 2.875797 0.0 0.0 0.1 0.2154
H -4.758381 -0.343774 2.219504 0.0 0.0 0.1 0.2113
H 6.192183 0.354396 0.825052 0.1 0.0 0.0 0.2108
H 2.317140 -2.645662 -1.631349 0.1 -0.1 -0.1 0.2091
H -2.285572 -0.582299 2.232284 0.0 0.1 0.1 0.2272
H 3.737525 -2.048241 -2.501074 -0.1 -0.1 0.0 0.2192
H -1.339476 4.088731 -0.727773 -0.1 0.1 0.0 0.2154
H -0.131217 4.727566 0.390239 0.0 0.1 0.1 0.2150
H 2.238865 -2.588765 0.733404 -0.1 -0.1 0.0 0.2315
H -6.862481 -0.733530 1.193882 -0.1 0.0 0.0 0.2159
H 0.183684 -1.982754 -1.780469 0.0 -0.3 0.0 0.4108
H 2.857158 0.260718 -2.418843 -0.1 0.0 0.0 0.2155
H -1.082880 3.311504 2.217030 0.1 0.1 0.1 0.2029
H -4.875666 -2.058195 -1.687247 0.0 0.0 -0.1 0.2121
H 1.359030 3.114368 1.692797 0.0 0.1 0.0 0.2143
H 5.170472 -0.261351 -1.325348 0.1 0.0 -0.1 0.2044
H -2.265300 2.559400 1.132339 -0.1 0.0 0.0 0.2240
H 1.521431 -0.025155 -0.315280 0.1 0.1 -0.2 0.2381
H -1.131387 1.550968 2.031076 -0.1 -0.1 0.1 0.2207
H -6.945150 -1.970268 -0.068594 -0.1 0.0 0.0 0.2205
H -2.408944 -2.286355 -1.653354 0.0 0.0 -0.2 0.2180
H 1.231518 1.380248 1.397754 0.1 -0.1 0.1 0.2382
H -6.754220 -0.277617 -0.508295 -0.1 0.0 0.0 0.2235
H 1.936082 2.446709 0.171145 0.2 0.0 -0.1 0.2020
H 1.177491 1.933589 -1.839942 0.0 0.1 0.0 0.2162
H -0.095728 1.008954 -2.680291 0.0 0.1 0.0 0.2290
H 1.734464 -0.822604 -3.251166 0.0 0.1 -0.1 0.2028
H 5.234804 -0.493382 2.935357 0.0 0.0 0.1 0.2118
H 0.375066 4.020195 -1.144150 0.1 0.1 -0.1 0.2044
```
Forces are in eV/Å.

## Properties
Energy above the lowest of the compared OMol25 structures with the same formula, charge and spin = 6.1 kcal/mol
HOMO level = -0.3312 Ha
SMILES = Cc1ccc(S(=O)(=O)N[C@@H](CCc2ccccc2)CC(=O)C(C)(C)C)cc1
Lowest unoccupied orbital energy = 0.65 eV
HOMO-LUMO gap = 9.66 eV